The following is a quantum chemistry calculation of a molecular structure, C36H99Cl2LiN9O9 in a non-equilibrium geometry, from the Open Molecules 2025 dataset.

Positions of all 156 atoms, in Å:
Li  13.42234  20.03417  12.24699
Cl  13.32399  18.66819  14.15315
Cl  12.38403  22.10705  11.63346
C  16.07897  21.10816  9.01319
C  15.08725  20.43410  10.01607
C  15.10487  18.92196  10.02491
O  14.00783  18.48411  10.90257
C  13.79417  17.08003  10.98208
N  15.30532  20.91926  11.41107
H  17.14227  20.94873  9.23703
H  15.86575  22.14808  8.94619
H  15.94296  20.78033  7.99491
H  14.10670  20.72767  9.73864
H  16.02846  18.53615  10.50028
H  14.96764  18.46973  9.03169
H  13.06221  16.98868  11.76317
H  14.73696  16.68558  11.27406
H  13.37734  16.72167  10.03021
H  15.02305  21.86049  11.49943
H  16.26870  20.77596  11.69471
C  11.56886  24.21354  8.27035
C  12.58241  23.04732  8.16575
C  11.77892  21.73543  8.20590
O  12.55246  20.65819  7.77084
C  11.95642  19.42139  8.15181
N  13.34841  23.16740  6.92500
H  10.88195  24.30798  7.45574
H  12.04552  25.15914  8.48322
H  11.01672  24.10089  9.19657
H  13.25005  23.03701  9.02047
H  10.86418  21.86463  7.54179
H  11.41177  21.59252  9.24242
H  11.73395  19.36071  9.23240
H  12.63185  18.59913  7.93842
H  10.99175  19.18268  7.69746
H  14.10484  23.83234  6.97541
H  13.80463  22.25555  6.75158
C  10.72510  21.38456  16.80505
C  11.03942  22.03292  15.47285
C  12.53419  22.26440  15.49937
O  12.74132  23.42570  16.28112
C  14.12406  23.58641  16.58190
N  10.71950  21.10749  14.34621
H  11.41394  20.59122  17.15179
H  9.70563  20.99530  16.84686
H  10.83831  22.14214  17.58236
H  10.44540  22.94104  15.27889
H  12.91325  22.46638  14.48262
H  13.00320  21.37093  15.89413
H  14.75339  23.49119  15.68811
H  14.45871  22.73503  17.15826
H  14.16962  24.58204  17.03430
H  11.30944  20.31595  14.51468
H  10.85503  21.48378  13.39550
C  11.81308  26.29641  12.80806
C  11.51170  26.55132  14.30950
C  10.76405  27.82857  14.49220
O  11.64130  28.94533  14.36156
C  10.99976  30.07233  14.85038
N  10.67774  25.43540  14.76616
H  12.49034  26.98025  12.24374
H  10.83445  25.98272  12.33658
H  12.39039  25.39996  12.78234
H  12.46528  26.58592  14.87533
H  10.38785  27.76454  15.55013
H  9.82759  27.83968  13.96332
H  10.69314  29.97765  15.91448
H  10.03101  30.30316  14.32195
H  11.76695  30.83789  14.85134
H  10.68951  25.20346  15.77735
H  10.94764  24.58338  14.33285
C  17.86015  20.11181  17.28860
C  16.56108  19.61787  16.61698
C  15.26571  19.40230  17.48765
O  15.18741  20.55662  18.34587
C  14.08309  20.66698  19.16118
N  16.29612  20.42591  15.49134
H  17.95075  19.62491  18.22760
H  17.74841  21.21154  17.49128
H  18.75685  19.99321  16.62532
H  16.62929  18.62965  16.24388
H  15.26855  18.47625  18.10020
H  14.40899  19.25116  16.76482
H  14.27493  21.51627  19.86013
H  13.82579  19.78925  19.73690
H  13.18448  20.91941  18.60691
H  16.23615  21.42307  15.78646
H  15.41126  20.14431  15.04335
C  15.36892  14.61790  16.24779
C  15.49977  15.76090  15.19362
C  16.88685  15.98601  14.63005
O  17.62652  16.56771  15.67072
C  18.86187  17.05921  15.23550
N  14.62573  15.43585  14.07350
H  15.46894  13.66795  15.65567
H  14.40855  14.75995  16.66158
H  16.09817  14.80589  17.00896
H  15.15593  16.64347  15.79439
H  16.73056  16.63118  13.71846
H  17.34795  15.03776  14.36658
H  19.48194  16.22006  14.90893
H  19.27083  17.61452  16.07030
H  18.69341  17.77637  14.36836
H  13.81058  15.07141  14.56027
H  14.20950  16.27777  13.64614
C  8.72792  22.54768  11.53841
C  8.65711  23.56596  12.66936
C  8.09452  24.79505  12.03955
O  9.04858  25.28519  11.03696
C  8.82289  26.52896  10.48115
N  7.86438  23.04347  13.75211
H  7.71743  22.38704  11.09571
H  9.13961  21.59552  11.87777
H  9.43177  22.91744  10.77268
H  9.67891  23.81845  12.96940
H  7.96154  25.46054  12.90849
H  7.18489  24.62220  11.50270
H  9.55224  26.61836  9.65810
H  8.99506  27.28578  11.26203
H  7.86346  26.58961  10.09194
H  8.39968  22.19688  14.13800
H  7.89778  23.73792  14.46917
C  8.53462  18.50566  13.28865
C  7.63645  17.88871  12.20314
C  7.22862  16.44021  12.37120
O  8.38387  15.58420  12.36978
C  8.16094  14.42355  11.60592
N  6.32976  18.57140  12.00312
H  9.51754  18.00964  13.28108
H  8.12022  18.40467  14.27801
H  8.64929  19.57093  13.11203
H  8.05185  17.89037  11.19401
H  6.56832  16.22059  11.55687
H  6.54630  16.31485  13.27830
H  8.01424  14.60413  10.50417
H  7.28065  13.91772  11.99296
H  9.05184  13.80232  11.52429
H  6.56824  19.41062  11.51889
H  6.01287  18.86780  12.95704
C  10.41173  16.07349  16.20672
C  11.49826  15.33493  15.35461
C  11.30343  13.82175  15.49370
O  11.50595  13.28742  16.78480
C  10.88791  12.05012  17.02218
N  11.41817  15.76000  13.96528
H  9.39204  15.90936  15.82535
H  10.51559  17.14778  16.30642
H  10.37006  15.66451  17.21604
H  12.49985  15.66524  15.60098
H  12.03590  13.43255  14.76546
H  10.30185  13.58666  15.17521
H  9.80207  12.09569  16.98451
H  11.24694  11.67221  17.94586
H  11.16283  11.30747  16.27995
H  11.80609  16.70021  13.88261
H  10.46268  15.71829  13.71369

For the maximum force, the calculation gives 2.9 eV Å⁻¹. For the relative energy (zero: lowest compared OMol25 entry of this formula, charge and spin), the calculation gives 0.572 eV. The net charge is -1. The frontier orbital gap is 0.302 Eh. Its HOMO energy is -6.05 eV. The calculation puts the electronic energy at -3528.916004 Ha.